Below is a structure of composition C34H32CoN4O5S5, with properties calculated with ωB97M-V with the def2-TZVPD basis set.

Summary:
HOMO level (spin up / spin down): -3.90 / -5.44 eV
Max |F|: 0.0088 hartree/bohr
Energy above the lowest of the compared OMol25 structures with the same formula, charge and spin: 0.000 eV
Kohn-Sham gap (spin up / spin down): 0.2298 / 0.2539 Ha

The geometry in ORCA input format:
```
! wB97M-V def2-TZVPD RIJCOSX def2/J DEFGRID3
* xyz -1 5
Co -1.749 -0.869 -1.666
C -2.548 3.187 -2.665
C -2.676 1.823 -2.049
N -1.826 0.908 -2.366
N -0.837 1.236 -3.281
C -0.502 0.218 -4.007
S -1.165 -1.368 -3.924
S 0.774 0.432 -5.195
C 1.202 2.188 -4.995
C 2.226 2.465 -3.928
C 1.845 2.853 -2.647
C 2.801 3.115 -1.678
C 4.150 2.984 -1.970
C 4.539 2.594 -3.244
C 3.582 2.340 -4.214
C -3.789 1.507 -1.158
C -4.501 2.533 -0.519
C -5.620 2.280 0.241
C -6.077 0.965 0.350
C -5.395 -0.064 -0.253
C -4.211 0.168 -0.982
O -3.576 -0.878 -1.450
H -2.399 3.087 -3.739
H -1.663 3.690 -2.270
H -3.425 3.797 -2.479
H 0.281 2.740 -4.814
H 1.590 2.481 -5.972
H 0.792 2.920 -2.412
H 2.490 3.395 -0.681
H 4.892 3.162 -1.202
H 5.589 2.483 -3.481
H 3.890 2.034 -5.208
H -4.147 3.552 -0.606
H -6.133 3.087 0.745
H -6.965 0.746 0.931
H -5.716 -1.092 -0.151
S -1.211 1.711 1.280
C -0.406 0.619 2.328
N 0.879 0.705 2.769
C 1.439 -0.523 3.314
C 0.441 -1.133 4.282
N -0.833 -1.359 3.629
C -1.638 -2.519 3.972
C -1.272 -3.747 3.173
C -1.975 -4.063 2.019
C -1.588 -5.138 1.232
C -0.493 -5.905 1.593
C 0.207 -5.606 2.755
C -0.186 -4.536 3.541
C -1.231 -0.449 2.714
S -2.749 -0.409 1.927
C 1.801 1.708 2.270
C 2.808 1.139 1.298
C 4.174 1.219 1.532
C 5.071 0.658 0.630
C 4.600 0.000 -0.497
C 3.234 -0.086 -0.732
C 2.345 0.492 0.158
H 2.363 -0.274 3.842
H 1.666 -1.230 2.509
H 0.309 -0.461 5.142
H 0.822 -2.084 4.651
H -2.683 -2.256 3.794
H -1.522 -2.701 5.044
H -2.794 -3.431 1.703
H -2.114 -5.339 0.310
H -0.169 -6.720 0.960
H 1.064 -6.202 3.042
H 0.360 -4.316 4.452
H 2.317 2.174 3.118
H 1.199 2.478 1.784
H 4.540 1.717 2.424
H 6.136 0.723 0.816
H 5.298 -0.448 -1.194
H 2.850 -0.600 -1.604
H 1.282 0.424 -0.030
O 0.928 -3.090 -1.349
S 0.060 -2.264 -0.561
O 0.351 -2.215 0.852
O -1.422 -2.561 -0.832
O 0.018 -0.807 -1.123
*
```

Mulliken population analysis, charges in e, atoms 1 to 8: atom 1 (Co): -0.61, atom 2 (C): -1.56, atom 3 (C): 1.67, atom 4 (N): 0.82, atom 5 (N): -0.32, atom 6 (C): 0.19, atom 7 (S): -0.36, atom 8 (S): -0.12